Entry from OMol25: a cluster of 10 separate species, C3H27NO10 in total (the ωB97M-V functional and the def2-TZVPD basis).

ORCA input file:
```
! RIJCOSX wB97M-V def2-TZVPD def2/J DEFGRID3
* xyz 0 1
C 0.29206 2.33381 -0.00006
C -0.65709 1.32797 0.62197
N -1.25533 0.43976 -0.41388
C -1.73074 2.02517 1.53591
O -2.27299 0.88269 2.29349
H 0.98833 2.86643 0.62780
H 1.15218 1.84153 -0.56417
H -0.19385 3.03298 -0.77086
H -0.18861 0.50841 1.33477
H -1.00206 0.75089 -1.35918
H -2.29055 0.30565 -0.23087
H -1.38305 2.66666 2.28129
H -2.60569 2.41901 0.96473
H -1.85440 0.56627 3.08219
O 2.49407 0.32818 1.60840
H 1.65305 -0.15791 1.47554
H 3.19114 -0.10514 1.13451
O -0.71373 -4.43365 -1.59964
H -0.82442 -4.22983 -0.65435
H -0.07780 -3.85607 -2.04713
O 0.55386 -2.07943 0.66152
H 0.35220 -2.79567 1.25288
H -0.23107 -1.50817 0.65674
O 2.20974 2.39762 -2.59630
H 2.18758 1.40072 -2.49505
H 1.62096 2.57295 -3.36959
O -3.32172 1.36338 -1.90010
H -2.68711 1.45195 -2.60321
H -4.13987 1.08725 -2.32593
O 1.65525 -0.86441 -2.39787
H 1.20959 -0.32695 -1.70282
H 2.48501 -0.79872 -1.78282
O -2.40272 -2.38875 0.91550
H -2.71081 -1.82590 0.18725
H -2.01360 -1.81609 1.59311
O 3.96838 0.24081 -1.24412
H 3.80415 1.19266 -1.34208
H 4.74649 0.07035 -0.70104
O 0.34039 -0.56053 3.03738
H 0.32137 -0.20193 3.93177
H -0.51348 -0.99758 2.99445
*
```

Results
Orbital gap: 9.1 eV
SMILES: C[C@H](N)CO.O.O.O.O.O.O.O.O.O
ΔE to the lowest compared entry with this formula, charge and spin: 204.64 kJ/mol
Highest occupied orbital energy: -0.3349 Ha